# 1
54
Properties=species:S:1:pos:R:3:mulliken_charge:R:1 method="wB97M-V/def2-TZVPD" lumo_energy_ev=-1.02 energy_ha=-1596.94489 e_above_lowest_ev=1.3301
Pt -1.529 -0.353 0.095 0.8446
C -1.528 4.342 2.676 -0.4694
C -1.609 4.125 1.305 -0.6593
C -2.112 2.932 0.819 -0.0923
C -2.499 1.943 1.717 0.1863
C -2.445 2.156 3.087 -0.2015
C -1.957 3.366 3.562 -0.5906
N -3.031 0.727 1.177 -0.3183
N -2.745 -0.333 1.877 -0.3923
C -3.468 -1.480 1.283 0.3049
C -4.441 -2.244 1.880 -0.9960
C -4.992 -3.248 1.087 -0.4338
C -4.558 -3.454 -0.217 -0.5939
C -3.551 -2.675 -0.789 -0.2894
C -2.997 -1.677 -0.013 0.2259
H -1.143 5.281 3.052 0.4226
H -1.284 4.892 0.615 0.3966
H -2.196 2.735 -0.242 0.5077
H -2.782 1.382 3.763 0.4393
H -1.914 3.543 4.629 0.3833
H -4.769 -2.069 2.896 0.4492
H -5.775 -3.876 1.492 0.3728
H -5.011 -4.243 -0.804 0.3743
H -3.220 -2.862 -1.803 0.4933
C 1.662 1.440 2.488 -0.8940
C 0.497 0.908 1.985 -0.3042
N 0.307 0.727 0.666 -0.1419
C 1.289 1.049 -0.169 -0.4123
C 2.517 1.539 0.256 0.3095
C 2.686 1.769 1.611 -0.3864
C 3.597 1.787 -0.723 -0.9906
C 4.175 0.884 -1.512 -0.6087
C 3.957 -0.573 -1.553 1.0056
C 4.699 -1.348 -2.438 -0.5562
C 4.463 -2.709 -2.440 -0.2118
N 3.571 -3.280 -1.633 -0.5772
C 2.918 -2.455 -0.825 -0.1933
N 3.063 -1.139 -0.737 -0.2030
H 1.769 1.580 3.555 0.4382
H -0.324 0.618 2.627 0.6281
H 1.112 0.882 -1.222 0.6266
H 3.622 2.167 1.981 0.5087
H 3.950 2.812 -0.788 0.4171
H 4.935 1.238 -2.200 0.3123
H 5.408 -0.897 -3.117 0.3560
H 4.998 -3.368 -3.113 0.4018
H 2.184 -2.904 -0.164 0.4390
N -0.611 -0.865 -1.549 -0.5249
C -0.041 -1.156 -2.516 0.9155
C 0.656 -1.421 -3.670 0.2451
C 1.695 -0.522 -4.019 0.1426
N 2.532 0.234 -4.263 -0.5435
C 0.286 -2.510 -4.499 -0.0435
N -0.016 -3.400 -5.164 -0.5189

=====

# 2
13
Properties=species:S:1:pos:R:3:mulliken_charge:R:1 method="wB97M-V/def2-TZVPD" lumo_energy_ev=0.78 energy_ha=-915.42351 smiles=CCSSC e_above_lowest_ev=1.4547
C 2.662 -1.392 -0.375 -0.9265
C 1.725 -0.357 0.208 -0.4103
S -0.118 -0.769 -0.002 -0.1195
S -0.794 1.121 -0.151 -0.0383
C -2.555 1.065 0.417 -0.9344
H 3.299 -1.025 -1.305 0.2165
H 2.210 -2.329 -0.672 0.3188
H 3.397 -1.837 0.381 0.2729
H 1.743 -0.213 1.246 0.4001
H 1.916 0.801 -0.243 0.2484
H -3.103 1.879 0.077 0.3454
H -3.100 0.258 -0.038 0.3136
H -2.763 0.942 1.495 0.3133

=====

# 3
15
Properties=species:S:1:pos:R:3:mulliken_charge:R:1 method="wB97M-V/def2-TZVPD" lumo_energy_ev=-3.40 energy_ha=-266.93766 smiles=C[C@H]1N[C@@]12C[NH2+]2 total_charge=+1 e_above_lowest_ev=4.3979
C 1.981 -0.322 0.006 -1.1753
C 0.972 0.651 0.410 0.1762
N 0.196 1.343 -0.571 -0.4101
C -0.590 0.284 -0.076 0.1501
C -1.655 -0.790 -0.382 -0.3546
N -1.905 0.468 0.482 -0.1643
H 2.010 -0.461 -1.125 0.3087
H 1.926 -1.131 0.635 0.3223
H 3.018 0.131 0.190 0.3424
H 0.975 1.208 1.353 0.4012
H 0.450 1.525 -1.536 0.2728
H -2.050 -1.043 -1.315 0.2860
H -1.695 -1.590 0.298 0.2620
H -2.462 1.177 0.196 0.2567
H -2.097 0.335 1.525 0.3260

=====

# 4
72
Properties=species:S:1:pos:R:3:mulliken_charge:R:1 method="wB97M-V/def2-TZVPD" lumo_energy_ev=0.04 energy_ha=-1480.72030 smiles=CC1(C)CCCC(C)(C)N1O.OCCO.OCCO.OCCO.O.O.O.O e_above_lowest_ev=0.0000
C -2.993 -3.059 -3.756 -1.8917
C -2.782 -2.821 -2.234 1.4831
C -3.614 -1.584 -1.904 -2.0065
C -3.485 -4.003 -1.532 -1.0774
C -2.567 -5.297 -1.318 -0.8584
C -1.167 -4.914 -0.777 -1.0806
C -0.480 -3.843 -1.593 1.5443
C 0.805 -3.262 -0.797 -1.9759
C 0.010 -4.442 -2.896 -1.5844
N -1.342 -2.613 -1.869 0.6716
O -0.738 -1.594 -2.561 -0.4598
H -2.742 -4.080 -4.043 0.3289
H -3.950 -2.738 -4.167 0.4457
H -2.231 -2.494 -4.292 0.3880
H -3.730 -1.434 -0.830 0.4013
H -3.137 -0.687 -2.297 0.4326
H -4.589 -1.609 -2.392 0.4227
H -3.772 -3.613 -0.556 0.4161
H -4.360 -4.470 -1.985 0.2976
H -2.892 -6.071 -0.623 0.4566
H -2.530 -5.737 -2.315 0.3423
H -0.597 -5.834 -0.649 0.4763
H -1.477 -4.408 0.137 0.3313
H 1.463 -2.675 -1.438 0.4531
H 1.474 -3.991 -0.340 0.4244
H 0.396 -2.691 0.036 0.2940
H 0.855 -3.847 -3.242 0.3422
H -0.753 -4.426 -3.674 0.3127
H 0.323 -5.486 -2.907 0.3313
H -0.471 -0.977 -1.876 0.3342
O -1.454 1.493 2.914 -0.3572
C -0.914 2.532 3.684 -0.6055
C -2.125 3.298 4.301 -0.4531
O -3.052 3.716 3.258 -0.4564
H -1.690 0.815 3.551 0.2608
H -0.341 2.159 4.533 0.2441
H -0.306 3.142 3.016 0.4428
H -1.761 4.141 4.888 0.2813
H -2.651 2.699 5.044 0.3686
H -2.504 3.902 2.492 0.2820
O 2.522 0.641 1.064 -0.5726
C 1.227 -0.060 1.076 -0.3600
C 0.150 0.658 0.269 0.5324
O 0.654 0.840 -1.069 -0.6349
H 2.692 1.192 1.832 0.3457
H 1.471 -1.040 0.666 -0.0708
H 0.968 -0.162 2.130 0.3808
H -0.059 1.691 0.544 -0.4006
H -0.837 0.208 0.167 0.4884
H 1.611 0.919 -1.050 0.2709
O 3.196 2.681 -2.132 -0.5415
C 2.585 3.602 -1.142 0.2266
C 3.156 5.098 -1.076 -0.6252
O 3.004 5.713 0.082 -0.4635
H 4.118 2.639 -1.868 0.3017
H 1.528 3.720 -1.380 0.2365
H 2.609 2.966 -0.257 -0.0538
H 3.090 5.736 -1.958 0.4244
H 4.232 4.986 -1.207 0.2297
H 2.346 6.380 -0.122 0.3307
O 2.080 1.998 3.504 -0.6249
H 2.878 2.473 3.274 0.3384
H 1.753 2.443 4.286 0.2979
O 4.122 3.620 2.838 -0.6133
H 5.007 3.669 2.476 0.2772
H 4.041 4.405 3.380 0.2592
O -2.722 3.609 0.344 -0.6298
H -2.172 2.827 0.377 0.3573
H -3.270 3.484 -0.431 0.2841
O 5.673 0.058 2.137 -0.6473
H 5.179 -0.393 2.821 0.3109
H 5.037 0.200 1.436 0.3424

=====

# 5
6
Properties=species:S:1:pos:R:3:mulliken_charge:R:1 method="wB97M-V/def2-TZVPD" lumo_energy_ev="-5.19 / -6.51" energy_ha=-1499.65153 multiplicity=2 total_charge=+1 e_above_lowest_ev=0.5793
H -1.199 1.238 0.516 0.4009
O 1.331 -0.103 -0.122 -0.5756
O -0.228 1.481 0.187 -0.4048
O -0.792 -0.571 -0.009 -0.7019
C 0.140 0.287 -0.242 1.1259
Lu 0.748 -2.332 -0.332 1.1556

=====

# 6
32
Properties=species:S:1:pos:R:3:mulliken_charge:R:1 method="wB97M-V/def2-TZVPD" lumo_energy_ev=2.81 energy_ha=-840.28377 total_charge=-1 e_above_lowest_ev=1.6481
O 0.575 1.338 -0.798 -0.6664
H 1.464 1.126 -1.037 0.3816
H 0.206 0.456 -0.832 0.2026
O -4.555 -0.095 1.838 -0.6983
H -3.641 0.303 1.718 0.3965
H -4.390 -0.715 1.142 0.3513
O 2.187 -0.841 -0.814 -0.9109
H 0.866 -1.303 -1.451 0.4193
H 2.661 -1.504 -1.288 0.1213
O -1.853 0.503 0.640 -0.6735
H -1.205 -0.193 0.918 0.4078
H -2.248 0.056 -0.082 0.2456
O -1.676 -3.080 -0.752 -0.7449
H -0.825 -2.660 -1.286 0.4113
H -1.227 -3.562 -0.071 0.2712
O 0.495 -0.626 1.365 -0.6212
H 1.161 0.046 1.442 0.2956
H 3.306 -0.217 -0.166 0.4555
O 4.216 0.271 -0.061 -0.8321
H 3.967 0.999 -0.669 0.3311
O 0.007 -1.526 -1.999 -0.7249
H 1.070 -1.414 1.499 0.2934
H 0.279 -1.202 -2.825 0.2546
O -3.887 -1.364 -0.695 -0.6897
H -3.098 -1.941 -0.965 0.3708
H -3.695 -0.584 -1.312 0.3319
O 3.297 1.620 1.809 -0.7493
H 2.600 2.217 1.621 0.2721
H 3.707 1.201 0.991 0.4127
O 0.937 3.985 -0.089 -0.6411
H 0.200 4.461 -0.441 0.2687
H 1.029 3.054 -0.184 0.4576

=====

# 7
64
Properties=species:S:1:pos:R:3:mulliken_charge:R:1 method="wB97M-V/def2-TZVPD" lumo_energy_ev="0.78 / 2.06" energy_ha=-7328.28782 multiplicity=5 total_charge=-1 e_above_lowest_ev=0.4842
Mn -0.865 1.158 -1.391 1.5752
F 1.547 -0.248 -4.389 -0.1715
C 2.371 -0.508 -3.383 0.4264
F 3.090 -1.580 -3.703 -0.2245
F 3.201 0.530 -3.234 -0.2380
S 1.426 -0.800 -1.807 1.2569
O 1.074 0.614 -1.414 -0.6245
O 0.275 -1.583 -2.126 -0.6089
N 2.579 -1.430 -1.032 -0.5702
S 2.625 -2.134 0.456 0.9368
O 2.343 -3.564 0.370 -0.7213
O 0.240 -0.979 0.761 -0.6237
C 4.526 -2.081 0.480 0.6919
F 4.883 -1.952 1.778 -0.2709
F 5.053 -3.216 0.027 -0.2512
F 5.077 -1.064 -0.182 -0.2235
O -4.716 0.803 -1.017 -0.6007
As -3.948 2.133 -1.846 1.0532
O -4.742 3.514 -1.524 -0.8028
O -2.260 2.303 -1.578 -0.6830
C -4.085 1.685 -3.721 -0.3465
C -5.067 2.361 -4.432 -0.6329
C -5.133 2.243 -5.812 -0.4923
C -4.202 1.470 -6.490 -0.6059
C -3.220 0.788 -5.789 -0.7086
C -3.166 0.890 -4.406 0.5085
S -1.894 -0.043 -3.575 1.7518
O -1.572 -1.118 -4.455 -0.6226
O -2.390 -0.353 -2.231 -0.5853
O -0.773 0.951 -3.355 -0.5009
H -4.421 0.860 -0.093 0.4808
H -5.756 2.989 -3.881 0.4663
H -5.905 2.765 -6.363 0.3808
H -4.239 1.395 -7.569 0.3754
H -2.501 0.156 -6.292 0.4780
O -2.884 1.028 1.074 -0.6398
C -1.693 1.099 1.301 0.3568
O -0.750 1.539 0.516 -0.5925
C -1.138 0.523 2.598 -0.8311
P 0.350 -0.428 2.137 0.9384
C 0.564 -1.721 3.392 0.5752
C 1.836 -2.091 3.821 -0.0238
C 1.996 -3.133 4.721 -0.9488
C 0.887 -3.809 5.208 -0.4033
C -0.384 -3.452 4.779 -0.7889
C -0.543 -2.419 3.869 -0.6236
C 1.697 0.747 2.457 0.6155
C 1.964 1.137 3.770 -0.3918
C 2.942 2.083 4.032 -0.8161
C 3.656 2.648 2.984 -0.4907
C 3.387 2.270 1.678 -1.0127
C 2.407 1.323 1.413 -0.1387
H -1.914 -0.074 3.070 0.3877
H -0.839 1.335 3.263 0.4390
H 2.709 -1.571 3.446 0.4113
H 2.990 -3.425 5.034 0.4138
H 1.011 -4.620 5.915 0.3818
H -1.251 -3.986 5.146 0.3962
H -1.536 -2.175 3.512 0.3235
H 1.410 0.692 4.589 0.4612
H 3.144 2.382 5.053 0.4107
H 4.420 3.388 3.187 0.3896
H 3.932 2.714 0.855 0.4768
H 2.176 1.043 0.397 0.4520